1.
The following is a quantum chemistry calculation of 2 unconnected molecules or ions with the total composition C4H14N2O, from OMol25.

Each line ends with the Löwdin charge.
CARTESIAN COORDINATES (ANGSTROEM)
C (1.327, -0.631, -2.771)  -0.111
C (0.567, 0.444, -1.991)  -0.242
C (0.170, 0.015, -0.591)  -0.455
N (-0.676, -1.170, -0.661)  0.040
C (-0.467, 1.192, 0.135)  -0.272
N (-0.913, 0.920, 1.476)  0.003
H (2.295, -0.874, -2.348)  0.067
H (0.768, -1.559, -2.814)  0.063
H (1.530, -0.272, -3.775)  0.064
H (-0.367, 0.583, -2.566)  0.112
H (1.097, 1.392, -2.006)  0.107
H (1.093, -0.266, -0.070)  0.140
H (-1.489, -0.930, -1.243)  0.080
H (-1.117, -1.267, 0.256)  0.057
H (0.302, 1.958, 0.179)  0.113
H (-1.226, 1.603, -0.539)  0.115
H (-0.454, 1.463, 2.183)  0.059
H (-1.835, 0.618, 1.728)  0.062
O (-0.224, -1.336, 5.425)  -0.060
H (0.397, -0.606, 5.353)  0.029
H (-0.779, -1.278, 4.638)  0.027

Calculated values
Electronic energy in Eh: -345.5373
SMILES: CC[C@H](N)CN.O
Max |F| in eV Å⁻¹: 1.3
Kohn-Sham gap in Ha: 0.3534
Charge: 0
Multiplicity: 1
Relative energy (zero: lowest compared OMol25 entry of this formula, charge and spin) in kcal/mol: 24.40

---

2.
The following is a quantum chemistry calculation of 2 unconnected molecules or ions with the total composition C4H14N2O, from OMol25.

Each line ends with the Löwdin charge.
CARTESIAN COORDINATES (ANGSTROEM)
C (-0.710, 1.758, 0.328)  -0.122
C (0.632, 1.141, 0.050)  -0.160
C (0.897, -0.294, 0.433)  -0.043
C (2.074, -0.848, 0.155)  -0.062
N (2.363, -2.163, 0.761)  0.194
N (-1.642, 1.546, -0.841)  0.183
H (-1.125, 1.322, 1.240)  0.144
H (-0.657, 2.835, 0.459)  0.143
H (0.963, 1.322, -0.979)  0.140
H (1.408, 1.625, 0.669)  0.150
H (0.254, -0.904, 1.054)  0.132
H (2.896, -0.545, -0.479)  0.145
H (3.158, -2.674, 0.354)  0.186
H (2.630, -2.101, 1.749)  0.186
H (1.648, -2.893, 0.672)  0.184
H (-1.234, 1.730, -1.755)  0.173
H (-2.093, 0.586, -0.858)  0.104
H (-2.468, 2.146, -0.749)  0.178
H (-3.006, -1.591, -1.433)  0.088
H (-3.337, -0.981, -0.081)  0.078
O (-2.651, -1.020, -0.748)  -0.020

Calculated values
Electronic energy in Eh: -344.9361
Max |F| in eV Å⁻¹: 1.8
Kohn-Sham gap in Ha: 0.4286
Charge: +2
Multiplicity: 1
Relative energy (zero: lowest compared OMol25 entry of this formula, charge and spin) in kcal/mol: 8.68

---

3.
The following is a quantum chemistry calculation of 2 unconnected molecules or ions with the total composition C4H14N2O, from OMol25.

Each line ends with the Löwdin charge.
CARTESIAN COORDINATES (ANGSTROEM)
C (0.695, 0.749, -0.009)  -0.186
C (0.206, -0.607, 0.377)  -0.124
C (-0.568, -0.369, 1.774)  -0.104
C (-2.860, -0.387, 2.750)  0.236
N (-2.009, -0.608, 1.770)  0.039
N (1.243, 0.603, -1.392)  0.136
H (0.064, 1.691, 0.090)  0.166
H (1.507, 1.083, 0.687)  0.160
H (-0.466, -0.943, -0.356)  0.094
H (1.040, -1.324, 0.588)  0.157
H (-0.015, -0.865, 2.508)  0.123
H (-0.522, 0.741, 1.885)  0.137
H (-2.553, -0.130, 3.800)  0.159
H (-3.934, -0.450, 2.521)  0.137
H (-2.350, -0.880, 0.784)  0.215
H (0.727, -0.182, -1.973)  0.200
H (2.242, 0.460, -1.448)  0.155
H (1.134, 1.422, -2.030)  0.178
H (1.987, 0.778, -4.372)  0.061
H (2.469, -0.809, -4.183)  0.162
O (1.964, 0.027, -3.771)  -0.098

Calculated values
Electronic energy in Eh: -344.8829
Max |F| in eV Å⁻¹: 3.7
Kohn-Sham gap in Ha: 0.3740
Charge: +2
Multiplicity: 1
Relative energy (zero: lowest compared OMol25 entry of this formula, charge and spin) in kcal/mol: 42.08

---

4.
The following is a quantum chemistry calculation of 2 unconnected molecules or ions with the total composition C4H14N2O2, from OMol25.

Each line ends with the Löwdin charge.
CARTESIAN COORDINATES (ANGSTROEM)
C (-1.482, -0.083, 0.978)  -0.059
C (-0.741, 0.232, -0.304)  -0.435
C (-0.709, -0.908, -1.285)  -0.263
O (-1.918, -1.555, -1.111)  -0.083
N (0.665, 0.533, -0.084)  -0.035
C (1.106, 1.645, 0.882)  -0.268
N (1.718, 2.744, 0.140)  -0.020
H (-1.372, 0.719, 1.760)  0.087
H (-1.223, -1.033, 1.404)  0.076
H (-2.534, -0.258, 0.814)  0.067
H (-1.166, 1.168, -0.708)  0.146
H (-0.490, -0.487, -2.355)  0.160
H (0.146, -1.541, -0.975)  0.090
H (-2.619, -0.913, -1.463)  0.143
H (1.049, -0.333, 0.245)  0.064
H (1.796, 1.309, 1.666)  0.104
H (0.212, 2.171, 1.471)  0.135
H (2.607, 2.523, -0.304)  0.066
H (1.030, 3.032, -0.512)  0.040
O (1.567, -3.274, -0.053)  -0.007
H (1.731, -2.371, -0.115)  -0.026
H (0.628, -3.318, -0.090)  0.017

Calculated values
Electronic energy in Eh: -420.7297
SMILES: C[C@H](CO)NCN.O
Max |F| in eV Å⁻¹: 3.1
Kohn-Sham gap in Ha: 0.3614
Charge: 0
Multiplicity: 1
Relative energy (zero: lowest compared OMol25 entry of this formula, charge and spin) in kcal/mol: 47.30

---

5.
The following is a quantum chemistry calculation of 2 unconnected molecules or ions with the total composition C4H14N2O2, from OMol25.

Each line ends with the Löwdin charge.
CARTESIAN COORDINATES (ANGSTROEM)
C (0.307, 1.884, -0.368)  -0.049
C (0.335, 0.604, -1.209)  -0.361
O (1.667, 0.139, -1.392)  -0.009
C (-0.377, -0.437, -0.253)  -0.381
N (-1.813, -0.160, -0.434)  -0.001
C (-0.123, -1.939, -0.550)  -0.206
N (-0.705, -2.745, 0.567)  0.010
H (0.972, 1.929, 0.635)  0.091
H (0.666, 2.604, -0.984)  0.021
H (-0.809, 2.327, -0.099)  0.141
H (-0.152, 0.626, -2.153)  0.133
H (2.236, 0.858, -1.271)  0.053
H (-0.007, -0.246, 0.702)  0.085
H (-2.144, 0.823, -0.607)  0.069
H (-2.355, -0.563, 0.475)  0.129
H (0.931, -2.260, -0.740)  0.117
H (-0.482, -2.103, -1.555)  0.104
H (-0.455, -2.390, 1.426)  0.017
H (-1.722, -2.651, 0.656)  0.056
O (1.530, 0.925, 2.508)  0.017
H (1.735, 1.692, 1.871)  0.067
H (0.764, 1.084, 2.777)  -0.103

Calculated values
Electronic energy in Eh: -420.6769
SMILES: C[C@@H](O)[C@@H](N)CN.O
Max |F| in eV Å⁻¹: 12.1
Kohn-Sham gap in Ha: 0.3468
Charge: 0
Multiplicity: 1
Relative energy (zero: lowest compared OMol25 entry of this formula, charge and spin) in kcal/mol: 80.45

---

6.
The following is a quantum chemistry calculation of 2 unconnected molecules or ions with the total composition C4H14N2O2, from OMol25.

Each line ends with the Löwdin charge.
CARTESIAN COORDINATES (ANGSTROEM)
C (-2.196, 1.330, 0.563)  -0.050
C (-0.984, 0.555, -0.009)  -0.407
C (-0.887, -0.784, 0.710)  -0.226
O (0.023, -1.661, 0.061)  -0.073
N (0.227, 1.354, 0.085)  -0.029
C (1.293, 1.027, -0.873)  -0.331
N (2.056, 2.163, -1.293)  0.002
H (-3.070, 1.201, -0.070)  0.074
H (-1.919, 2.375, 0.570)  0.067
H (-2.389, 1.036, 1.594)  0.071
H (-1.191, 0.376, -1.063)  0.136
H (-0.560, -0.572, 1.725)  0.123
H (-1.880, -1.257, 0.759)  0.125
H (0.679, -1.986, 0.685)  0.077
H (0.599, 1.291, 1.028)  0.112
H (0.818, 0.559, -1.741)  0.111
H (1.957, 0.264, -0.475)  0.106
H (1.493, 2.993, -1.393)  0.063
H (2.846, 2.376, -0.693)  0.060
O (1.091, -4.485, 0.230)  -0.073
H (1.644, -4.299, -0.550)  0.047
H (0.352, -3.854, 0.148)  0.015

Calculated values
Electronic energy in Eh: -420.7711
SMILES: C[C@H](CO)NCN.O
Max |F| in eV Å⁻¹: 0.8
Kohn-Sham gap in Ha: 0.3494
Charge: 0
Multiplicity: 1
Relative energy (zero: lowest compared OMol25 entry of this formula, charge and spin) in kcal/mol: 21.33

---

7.
The following is a quantum chemistry calculation of 3 unconnected molecules or ions with the total composition C4H14N2O2, from OMol25.

Each line ends with the Löwdin charge.
CARTESIAN COORDINATES (ANGSTROEM)
C (1.320, 2.120, -0.970)  -0.141
C (-0.108, 2.106, -0.504)  -0.263
C (-0.359, 1.979, 1.021)  -0.269
N (-0.194, 0.660, 1.570)  0.017
C (-1.119, -0.178, 1.385)  -0.321
N (-2.285, -0.134, 0.630)  0.095
H (2.025, 2.929, -0.729)  0.066
H (1.966, 1.303, -0.498)  0.084
H (1.527, 1.910, -2.036)  0.071
H (-0.742, 2.871, -0.960)  0.098
H (-0.560, 1.177, -0.975)  0.109
H (-1.374, 2.386, 1.151)  0.098
H (0.234, 2.722, 1.563)  0.107
H (-1.010, -1.114, 1.953)  0.115
H (-3.027, -0.714, 0.986)  0.084
H (-2.568, 0.756, 0.253)  0.073
O (-0.053, -3.827, -2.035)  -0.062
H (-0.281, -3.368, -2.848)  0.032
H (0.647, -3.280, -1.656)  0.011
O (2.324, -1.679, -0.191)  -0.066
H (1.440, -1.457, 0.143)  0.018
H (2.406, -2.461, 0.376)  0.043

Calculated values
Electronic energy in Eh: -420.7609
SMILES: CCC/N=C\N.O.O
Max |F| in eV Å⁻¹: 3.5
Kohn-Sham gap in Ha: 0.3738
Charge: 0
Multiplicity: 1
Relative energy (zero: lowest compared OMol25 entry of this formula, charge and spin) in kcal/mol: 27.76

---

8.
The following is a quantum chemistry calculation of 3 unconnected molecules or ions with the total composition C4H14N2O3, from OMol25.

Each line ends with the Löwdin charge.
CARTESIAN COORDINATES (ANGSTROEM)
C (1.813, 0.509, -0.497)  -0.056
C (0.318, 0.258, -0.552)  -0.426
N (-0.503, 1.494, -0.473)  0.025
C (-0.099, -0.693, 0.592)  -0.089
C (0.001, -2.143, 0.148)  -0.549
N (-1.027, -2.574, -0.631)  0.172
O (0.941, -2.854, 0.450)  0.044
H (2.122, 1.018, 0.420)  0.063
H (2.175, 1.123, -1.322)  0.080
H (2.386, -0.421, -0.479)  0.088
H (0.046, -0.197, -1.505)  0.136
H (-0.283, 2.113, -1.252)  0.093
H (-0.320, 2.006, 0.386)  0.074
H (0.546, -0.580, 1.464)  0.117
H (-1.114, -0.473, 0.924)  0.115
H (-1.023, -3.515, -0.971)  0.106
H (-1.813, -1.969, -0.845)  0.073
O (1.389, 2.404, 2.548)  -0.037
H (0.951, 1.777, 1.982)  -0.022
H (1.960, 1.930, 3.142)  0.037
O (-2.876, -0.093, -1.034)  -0.069
H (-2.208, 0.551, -0.760)  -0.016
H (-3.380, 0.329, -1.733)  0.042

Calculated values
Electronic energy in Eh: -496.0705
SMILES: C[C@H](N)CC(N)=O.O.O
Max |F| in eV Å⁻¹: 1.0
Kohn-Sham gap in Ha: 0.3803
Charge: 0
Multiplicity: 1
Relative energy (zero: lowest compared OMol25 entry of this formula, charge and spin) in kcal/mol: 0.00